No. 1
Molecular formula: C6H14O
Method: DFT, ωB97M-V/def2-TZVPD

Positions of all 21 atoms, in Å:
C: 2.638 -0.003 -2.117
C: 2.085 -0.454 -0.767
C: 0.563 -0.644 -0.812
C: -0.129 -0.382 0.528
C: -1.579 0.037 0.357
O: -2.049 0.548 1.582
C: -3.258 1.242 1.441
H: 3.723 0.143 -2.091
H: 2.179 0.949 -2.413
H: 2.413 -0.733 -2.903
H: 2.581 -1.376 -0.435
H: 2.322 0.307 -0.012
H: 0.158 0.065 -1.549
H: 0.314 -1.643 -1.195
H: 0.374 0.450 1.036
H: -0.058 -1.246 1.200
H: -1.633 0.824 -0.417
H: -2.213 -0.798 0.012
H: -3.174 2.041 0.686
H: -3.490 1.692 2.409
H: -4.085 0.578 1.145

The SMILES is CCCCCOC. For the energy above the lowest of the compared OMol25 structures with the same formula, charge and spin, the calculation gives 0.850 eV. The calculation puts the HOMO energy at -9.795 eV. As for the spin multiplicity: 1.

=====

No. 2
Molecular formula: C6H14O
Method: DFT, ωB97M-V/def2-TZVPD

Positions of all 21 atoms, in Å:
C: 2.913 -1.854 0.324
C: 1.922 -0.937 -0.393
C: 0.601 -0.734 0.349
C: -0.295 0.277 -0.365
C: -1.562 0.653 0.399
C: -2.371 1.704 -0.340
O: -3.516 2.016 0.432
H: 3.923 -1.734 -0.083
H: 2.637 -2.909 0.223
H: 2.960 -1.624 1.395
H: 2.383 0.048 -0.544
H: 1.717 -1.331 -1.398
H: 0.073 -1.692 0.462
H: 0.811 -0.379 1.369
H: -0.566 -0.116 -1.355
H: 0.292 1.189 -0.551
H: -2.194 -0.229 0.563
H: -1.304 1.047 1.391
H: -1.746 2.599 -0.503
H: -2.654 1.320 -1.334
H: -4.022 2.684 -0.043

The SMILES is CCCCCCO. For the energy above the lowest of the compared OMol25 structures with the same formula, charge and spin, the calculation gives 0.365 eV. The calculation puts the HOMO energy at -10.298 eV. As for the spin multiplicity: 1.

=====

No. 3
Molecular formula: C6H14O
Method: DFT, ωB97M-V/def2-TZVPD

Positions of all 21 atoms, in Å:
C: 2.410 -1.100 -2.030
C: 1.764 -0.960 -0.654
C: 0.721 0.156 -0.598
C: -0.009 0.222 0.741
C: -1.018 1.368 0.812
O: -1.924 1.230 1.886
C: -2.977 0.348 1.597
H: 3.159 -1.898 -2.042
H: 2.906 -0.169 -2.330
H: 1.658 -1.336 -2.792
H: 1.288 -1.910 -0.373
H: 2.537 -0.771 0.103
H: 1.207 1.120 -0.811
H: -0.015 0.002 -1.401
H: 0.710 0.328 1.564
H: -0.531 -0.729 0.909
H: -0.497 2.321 0.964
H: -1.575 1.445 -0.138
H: -3.616 0.736 0.787
H: -3.577 0.248 2.504
H: -2.624 -0.652 1.304

The SMILES is CCCCCOC. For the energy above the lowest of the compared OMol25 structures with the same formula, charge and spin, the calculation gives 0.779 eV. The calculation puts the HOMO energy at -9.680 eV. As for the spin multiplicity: 1.

=====

No. 4
Molecular formula: C6H14O
Method: DFT, ωB97M-V/def2-TZVPD

Positions of all 21 atoms, in Å:
C: 0.196 1.839 0.420
C: -0.005 -1.372 -0.307
C: 0.107 1.294 1.708
C: 1.528 0.065 -0.820
C: -0.848 -1.231 -1.551
C: -0.611 -1.268 0.959
O: -0.900 2.043 -0.342
H: -1.674 1.648 0.080
H: 1.073 2.302 0.006
H: 0.760 -2.136 -0.374
H: -0.788 1.542 2.279
H: 1.008 1.385 2.306
H: 1.296 0.845 -1.540
H: 1.909 -0.784 -1.378
H: 2.284 0.336 -0.085
H: -1.472 -0.337 -1.502
H: -1.506 -2.099 -1.662
H: -0.238 -1.152 -2.450
H: -0.138 0.006 1.509
H: -0.334 -1.980 1.730
H: -1.648 -0.946 1.012

For the energy above the lowest of the compared OMol25 structures with the same formula, charge and spin, the calculation gives 5.708 eV. The calculation puts the HOMO energy at -7.158 eV. As for the spin multiplicity: 1.

=====

No. 5
Molecular formula: C6H14O
Method: DFT, ωB97M-V/def2-TZVPD

Positions of all 21 atoms, in Å:
C: -2.338 -1.149 -0.600
C: -2.432 0.046 0.349
C: -1.204 0.963 0.290
C: 0.071 0.333 0.880
C: 1.267 0.456 -0.049
O: 2.351 -0.244 0.510
C: 3.467 -0.265 -0.339
H: -3.248 -1.757 -0.566
H: -1.494 -1.805 -0.351
H: -2.200 -0.813 -1.636
H: -3.326 0.632 0.098
H: -2.572 -0.307 1.380
H: -1.030 1.235 -0.763
H: -1.428 1.903 0.807
H: -0.078 -0.736 1.078
H: 0.325 0.789 1.844
H: 1.011 0.038 -1.040
H: 1.532 1.518 -0.208
H: 3.226 -0.723 -1.313
H: 4.240 -0.861 0.152
H: 3.860 0.748 -0.523

The SMILES is CCCCCOC. For the energy above the lowest of the compared OMol25 structures with the same formula, charge and spin, the calculation gives 0.819 eV. The calculation puts the HOMO energy at -9.824 eV. As for the spin multiplicity: 1.

=====

No. 6
Molecular formula: C6H14O
Method: DFT, ωB97M-V/def2-TZVPD

Positions of all 21 atoms, in Å:
C: 1.685 1.357 1.075
C: 1.346 0.070 1.130
C: 1.275 -0.856 -0.051
C: -0.035 -1.649 -0.115
C: -0.065 -2.619 -1.292
H: 1.729 1.980 1.964
H: 1.946 1.835 0.132
H: 1.106 -0.374 2.099
H: 2.111 -1.570 0.002
H: 1.414 -0.282 -0.977
H: -0.880 -0.951 -0.178
H: -0.163 -2.205 0.825
H: -0.993 -3.198 -1.311
H: 0.771 -3.327 -1.236
H: 0.016 -2.084 -2.245
C: -1.126 2.583 -0.675
O: -1.196 2.405 0.721
H: -1.424 3.611 -0.905
H: -1.803 1.904 -1.216
H: -0.109 2.440 -1.069
H: -0.595 1.683 0.957

The SMILES is C=CCCC.CO. For the energy above the lowest of the compared OMol25 structures with the same formula, charge and spin, the calculation gives 1.355 eV. The calculation puts the HOMO energy at -9.924 eV. As for the spin multiplicity: 1.

=====

No. 7
Molecular formula: C6H14O
Method: DFT, ωB97M-V/def2-TZVPD

Positions of all 21 atoms, in Å:
C: -1.506 -0.971 -2.007
C: -0.794 0.248 -1.373
C: -0.375 0.502 -0.099
C: -0.546 -0.497 0.980
C: 0.229 1.875 0.322
C: 1.721 1.718 0.447
H: -1.439 -1.825 -1.311
H: -0.999 -1.244 -2.948
H: -2.570 -0.778 -2.224
H: -0.561 0.990 -2.148
H: -1.513 -0.255 1.454
H: 0.249 -0.410 1.740
H: -0.580 -1.541 0.624
H: -0.213 2.153 1.298
H: -0.026 2.672 -0.403
H: 2.094 2.715 0.736
H: 2.206 1.421 -0.498
H: 2.005 0.996 1.231
O: 0.904 -2.850 1.697
H: 0.304 -2.904 0.920
H: 1.409 -2.016 1.563

The SMILES is C/C=C(\C)CC.O. For the energy above the lowest of the compared OMol25 structures with the same formula, charge and spin, the calculation gives 1.374 eV. The calculation puts the HOMO energy at -8.858 eV. As for the spin multiplicity: 1.

=====

No. 8
Molecular formula: C6H14O
Method: DFT, ωB97M-V/def2-TZVPD

Positions of all 21 atoms, in Å:
C: 1.482 -1.285 -1.540
C: 0.266 -1.462 -1.025
C: -0.851 -0.458 -1.080
C: -1.604 -0.335 0.246
C: -2.744 0.675 0.167
H: 2.242 -2.061 -1.501
H: 1.751 -0.367 -2.059
H: 0.028 -2.415 -0.546
H: -1.566 -0.760 -1.859
H: -0.456 0.520 -1.387
H: -0.899 -0.049 1.037
H: -1.999 -1.322 0.525
H: -3.316 0.705 1.100
H: -3.437 0.417 -0.643
H: -2.365 1.685 -0.028
C: 2.340 1.426 0.547
O: 2.474 0.124 1.072
H: 3.287 1.968 0.651
H: 1.575 2.010 1.074
H: 2.083 1.433 -0.519
H: 1.856 -0.456 0.602

The SMILES is C=CCCC.CO. For the energy above the lowest of the compared OMol25 structures with the same formula, charge and spin, the calculation gives 1.361 eV. The calculation puts the HOMO energy at -9.948 eV. As for the spin multiplicity: 1.